1.
# C29H41BrN3O3PSi2TeTi

A structure of composition C29H41BrN3O3PSi2TeTi (ωB97M-V/def2-TZVPD, OMol25).

Geometry as XYZ:
```
82
Properties=species:S:1:pos:R:3:forces:R:3
Ti -0.085064 -0.170634 0.786095 1.167 -0.102 0.065
C 4.133885 -1.840386 0.680230 -0.075 -0.007 -0.109
Si 2.968945 -1.173341 -0.660999 0.002 -0.020 -0.059
C 2.259951 -2.687098 -1.514283 0.054 0.086 -0.012
C 3.998066 -0.355847 -2.028620 -0.047 -0.027 0.078
N 1.783162 -0.061427 -0.052889 -0.239 -0.138 0.218
C 2.202121 1.217460 0.309349 0.011 0.156 -0.014
C 3.519275 1.580281 0.606954 0.018 0.045 0.061
C 3.872187 2.882129 0.943137 0.059 -0.050 0.008
C 2.897533 3.858842 1.008159 -0.034 0.059 0.019
C 1.573907 3.520402 0.749595 0.042 -0.005 0.095
C 1.192735 2.221647 0.403100 -0.045 -0.022 -0.030
N -0.131779 1.821388 0.150177 -0.043 -0.214 0.065
Si -1.215031 3.046273 -0.408330 -0.071 -0.085 -0.030
C -2.792022 2.381461 -1.208510 0.041 0.142 0.010
C -1.812009 4.231979 0.957920 0.023 -0.037 -0.087
C -0.425875 4.044414 -1.808405 -0.020 -0.044 0.059
H 4.580283 -2.780525 0.341499 0.003 -0.006 0.009
H 3.556075 -2.047649 1.583792 -0.039 -0.015 0.021
H 4.948490 -1.165272 0.946795 -0.010 0.026 -0.014
H 3.067898 -3.113135 -2.119905 -0.022 -0.012 -0.001
H 1.430692 -2.431166 -2.175496 -0.010 0.019 -0.004
H 1.906544 -3.443786 -0.818920 -0.008 -0.018 0.060
H 4.776151 -1.048861 -2.362535 0.011 -0.005 0.001
H 4.474409 0.583903 -1.749395 -0.025 -0.020 0.035
H 3.347349 -0.155032 -2.884244 -0.009 0.001 -0.006
H 4.294993 0.828111 0.587404 -0.004 -0.032 -0.024
H 4.907189 3.117451 1.162672 -0.003 0.002 -0.001
H 3.151159 4.878223 1.274628 -0.007 -0.003 -0.001
H 0.822494 4.294539 0.835526 -0.067 0.006 0.002
H -3.509144 1.933279 -0.521470 0.010 -0.013 0.029
H -2.588044 1.679085 -2.018454 0.026 -0.026 0.015
H -3.281599 3.256201 -1.652138 -0.005 -0.018 -0.014
H -1.284074 4.050232 1.895093 0.018 -0.006 0.006
H -2.878387 4.088828 1.150200 0.003 -0.005 0.005
H -1.663394 5.279982 0.683556 0.020 -0.002 -0.011
H -0.424973 3.435622 -2.716579 0.013 -0.003 -0.006
H 0.604907 4.333436 -1.603423 -0.017 -0.007 0.017
H -1.000621 4.951518 -2.015582 -0.027 -0.005 0.004
Br -2.584590 1.058589 2.702655 0.085 0.048 0.024
C -3.151286 0.016156 1.244477 -0.343 -0.029 -0.165
C -4.482276 -0.384030 1.201923 0.098 0.058 0.015
C -4.917916 -1.042738 0.072225 -0.028 -0.053 -0.052
C -4.022690 -1.289221 -0.962542 -0.074 -0.018 0.028
C -2.713900 -0.901534 -0.802525 0.030 -0.008 0.047
N -2.281232 -0.251457 0.287227 -0.068 0.027 0.275
H -5.130980 -0.170832 2.037523 -0.024 0.002 -0.016
H -5.948227 -1.365958 -0.001208 -0.005 -0.001 -0.007
H -4.322644 -1.802555 -1.864426 -0.022 -0.004 0.005
H -1.960334 -1.126713 -1.543289 0.005 0.008 -0.008
C 1.958795 1.171458 4.929429 0.045 0.035 0.007
C 2.241914 -0.314405 4.957360 0.014 -0.019 -0.021
O 1.016943 -1.074109 5.044917 -0.030 -0.111 -0.054
P 0.366330 -1.612566 3.681795 -0.118 -0.166 -0.023
O 0.503236 -0.460792 2.685934 -0.527 0.209 -0.639
Te -1.749984 -2.538839 4.131862 0.115 0.080 0.047
O 1.402943 -2.684021 3.097117 0.098 0.091 0.096
C 1.489999 -4.031295 3.571467 -0.104 0.001 0.011
C 2.068933 -4.878181 2.462749 0.015 0.008 -0.022
H 2.891702 1.725700 5.052632 0.003 0.004 -0.025
H 1.286131 1.440994 5.744789 0.002 -0.004 0.009
H 1.508931 1.463330 3.981742 -0.014 -0.009 0.015
H 2.815068 -0.593349 5.842486 -0.005 0.010 0.001
H 2.802256 -0.624058 4.072195 0.029 0.022 0.012
H 0.485811 -4.368939 3.842293 0.055 -0.045 0.022
H 2.114219 -4.044098 4.469701 0.023 -0.018 -0.013
H 1.396456 -4.877924 1.604454 0.023 0.009 0.004
H 2.202157 -5.906127 2.805609 -0.024 -0.007 0.007
H 3.036020 -4.490385 2.143030 0.033 0.013 -0.002
C -0.382495 -2.286716 0.279550 0.131 0.306 -0.139
C -0.575871 -3.453197 -0.019539 -0.010 0.048 0.017
C -0.722936 -4.838493 -0.335181 -0.085 -0.086 0.085
C -0.399753 -5.339284 -1.600880 -0.007 0.005 0.024
C -0.540608 -6.689963 -1.880966 0.017 0.032 -0.026
C -1.000303 -7.565818 -0.907685 -0.004 -0.031 0.004
C -1.318470 -7.079368 0.354636 -0.003 -0.033 0.012
C -1.183563 -5.732008 0.641350 -0.007 0.046 -0.021
H -0.026732 -4.656398 -2.353357 -0.006 0.000 0.003
H -0.283360 -7.059219 -2.866597 -0.004 -0.012 0.005
H -1.106685 -8.620521 -1.129829 -0.001 0.002 0.004
H -1.674695 -7.755904 1.122302 0.000 -0.002 -0.004
H -1.430377 -5.339608 1.621071 -0.006 -0.007 0.001
```
Positions in Å, forces in eV/Å.

Net charge: -1
Energy above the lowest of the compared OMol25 structures with the same formula, charge and spin in kJ/mol: 23.0
Frontier orbital gap (spin up / spin down) in eV: 6.19 / 6.40
Spin multiplicity: 2
DFT total energy in eV: -166854.9778
LUMO level (spin up / spin down) in eV: 2.320 / 2.319

2.
# C29H41CeF5P2S

A structure of composition C29H41CeF5P2S (ωB97M-V/def2-TZVPD, OMol25).

Geometry as XYZ:
```
79
Properties=species:S:1:pos:R:3:forces:R:3
Ce 0.426733 1.364491 -1.003414 5.892 -0.940 9.282
C 0.813285 2.184600 -3.109857 -0.708 2.070 -1.911
C -0.596684 2.002219 -2.860086 -0.955 3.271 -2.450
C 0.193411 3.569768 -1.351392 0.000 3.234 -2.536
C 1.320055 3.101405 -2.155159 -1.190 3.292 -2.248
C -0.980596 2.906201 -1.790565 -0.765 2.869 -3.384
C 1.578974 1.578832 -4.243274 0.092 -0.158 -0.089
H 1.165805 0.611836 -4.542242 0.078 0.110 -0.026
H 2.633303 1.440219 -3.989307 -0.088 -0.009 -0.094
H 1.531770 2.243009 -5.116159 0.010 -0.112 0.180
C 2.720224 3.614125 -2.040546 0.099 -0.300 0.249
H 3.421471 2.979436 -2.588648 -0.041 0.114 0.065
H 3.026259 3.636856 -0.989976 0.072 0.139 -0.200
H 2.794223 4.631819 -2.446700 -0.082 -0.216 0.111
C 0.259923 4.671565 -0.344381 0.124 0.105 0.146
H 0.245032 5.639418 -0.864315 -0.035 -0.171 0.068
H 1.172821 4.602187 0.250020 -0.251 0.164 -0.137
H -0.591430 4.638924 0.339629 0.169 0.039 -0.019
C -2.379437 3.196440 -1.342354 -0.096 -0.235 0.247
H -2.811371 4.006729 -1.944578 0.167 -0.138 0.108
H -2.404886 3.507779 -0.295067 -0.079 -0.006 -0.089
H -3.031704 2.326066 -1.454691 0.005 0.161 0.000
C -1.554894 1.272034 -3.751219 -0.063 -0.315 0.103
H -1.986254 1.963433 -4.487527 0.134 -0.090 0.174
H -2.382428 0.835230 -3.185832 0.034 0.016 -0.131
H -1.060384 0.468900 -4.302035 -0.103 0.095 0.023
C 1.701399 -0.390895 -0.520326 2.581 -5.650 -1.779
C 1.196474 -0.536177 -1.820581 3.546 -4.697 0.353
C 0.081092 -1.489593 -2.198141 -0.151 0.413 -0.240
C -1.108548 -1.382743 -1.230452 0.077 0.164 0.172
C -1.259879 0.033219 -0.680827 -4.105 -2.796 3.290
C -0.752779 0.441867 0.575748 -4.838 -3.320 1.726
C 0.072081 -0.465009 1.461228 0.333 0.294 0.112
C 1.217083 -1.170552 0.691863 -0.054 0.258 -0.049
H 0.466201 -2.520719 -2.239974 0.005 0.272 0.098
H -0.991932 -2.085497 -0.399332 -0.117 0.131 -0.134
H -0.253514 -1.247702 -3.212457 0.090 -0.082 0.092
H 0.905644 -2.172837 0.375933 -0.006 0.230 -0.073
H 2.695797 0.032200 -0.429625 -0.073 0.556 0.050
H 1.878212 -0.291451 -2.630922 0.033 0.338 0.094
H 2.063493 -1.308370 1.370542 -0.049 0.198 -0.138
H 0.506082 0.148224 2.253129 -0.101 -0.221 -0.061
H -1.276873 1.240060 1.098149 0.145 0.346 -0.169
H -0.575186 -1.214497 1.943233 -0.043 0.147 -0.312
H -2.031827 -1.669053 -1.746095 0.151 0.148 0.102
H -2.143572 0.555995 -1.035183 0.138 0.236 0.017
P -1.441286 -4.677466 1.201191 0.189 -0.547 0.289
C 0.173394 -5.369080 1.801247 -0.104 -0.010 -0.143
C -2.040681 -6.126468 0.213536 0.108 0.154 -0.007
P -3.822131 -3.675704 2.886905 -0.154 -0.202 0.352
C -2.456874 -4.936043 2.742218 -0.085 0.093 -0.193
C -5.268298 -4.772183 2.496646 0.082 0.155 0.026
C -3.973353 -3.624077 4.733231 -0.068 -0.094 -0.138
H 0.610155 -4.690756 2.541084 -0.059 -0.080 -0.072
H 0.870173 -5.443272 0.959679 -0.055 -0.029 0.112
H 0.053707 -6.361440 2.252841 0.023 0.173 -0.076
H -1.955904 -7.066579 0.772406 0.002 0.191 -0.068
H -1.456636 -6.205460 -0.708838 -0.116 -0.023 0.087
H -3.089232 -5.967156 -0.054600 0.113 -0.032 -0.017
H -4.106436 -4.625102 5.161798 0.018 0.162 -0.064
H -4.828541 -3.000037 5.011611 0.128 -0.085 -0.013
H -3.068234 -3.176119 5.153586 -0.122 -0.015 -0.029
H -1.789234 -4.870041 3.612427 -0.174 0.088 -0.175
H -2.909346 -5.937329 2.731899 0.261 0.097 0.098
H -6.198188 -4.226114 2.687609 0.130 -0.086 -0.049
H -5.263901 -5.689144 3.098329 0.020 0.156 -0.077
H -5.247987 -5.041400 1.435746 -0.023 0.031 0.124
F 6.575922 5.576275 1.377136 -1.062 -0.771 0.006
C 5.458837 4.807778 1.401896 0.467 0.269 -0.019
C 5.495211 3.498773 0.910965 0.277 -0.454 -0.210
F 6.653444 2.999679 0.411693 -0.939 0.427 0.403
C 4.341019 2.701887 0.936611 0.121 0.848 0.338
F 4.403669 1.435589 0.465398 -0.048 0.640 0.120
C 3.136205 3.224113 1.437732 -0.867 -0.359 0.251
S 1.618476 2.247639 1.516633 0.843 0.368 -0.740
C 3.118838 4.534568 1.954003 0.244 -0.117 -0.057
F 1.982029 5.047745 2.491114 1.020 -0.387 -0.498
C 4.272591 5.321599 1.928783 -0.255 0.618 0.314
F 4.239920 6.585337 2.421250 0.104 -1.131 -0.467
```
Positions in Å, forces in eV/Å.

Net charge: +1
Frontier orbital gap (spin up / spin down) in eV: 5.62 / 5.80
Spin multiplicity: 2
DFT total energy in eV: -86650.9911
LUMO level (spin up / spin down) in eV: -4.947 / -4.773